Record 1
C4H31N2O13 | ωB97M-V with the def2-TZVPD basis set

Last column: Löwdin charge in e.
Element x y z (Å)
C1 -1.354 -1.980 1.650  -0.266
N1 -0.962 -3.283 1.153  0.036
C2 -0.443 -0.829 1.281  -0.337
C3 -0.348 -0.731 -0.262  -0.047
N2 -0.993 0.436 1.755  0.079
C4 -0.223 1.583 1.948  -0.701
O1 -0.661 2.449 2.730  -0.039
O2 0.830 1.680 1.244  -0.042
H1 -1.477 -1.964 2.737  0.113
H2 -2.382 -1.754 1.341  0.114
H3 -0.674 -3.201 0.178  0.046
H4 -0.106 -3.525 1.613  0.059
H5 0.568 -0.990 1.652  0.116
H6 0.068 0.225 -0.583  0.067
H7 -1.300 -1.019 -0.699  0.058
H8 0.467 -1.358 -0.645  0.053
H9 -1.767 0.379 2.405  0.136
H10 -1.532 -2.518 -2.944  0.006
H11 -0.159 -2.682 -2.302  0.009
O3 -1.052 -3.079 -2.329  -0.087
H12 0.565 -0.503 -2.778  0.010
H13 0.906 -1.267 -3.969  0.057
O4 1.073 -1.303 -3.019  -0.077
H14 -1.067 4.271 0.876  0.053
H15 -1.768 3.365 1.792  0.026
O5 -1.921 3.815 0.916  -0.090
H16 -0.915 3.114 -0.472  0.006
H17 -1.593 2.314 -1.498  0.030
O6 -0.758 2.805 -1.388  -0.072
H18 2.678 -1.178 2.343  -0.026
H19 2.416 -0.982 3.831  0.025
O7 2.811 -1.616 3.223  -0.104
H20 0.257 1.865 -2.440  -0.014
H21 1.743 1.499 -2.404  0.003
O8 0.934 1.392 -2.957  -0.100
H22 -2.824 -1.868 -1.915  0.013
H23 -2.950 -0.354 -2.251  0.009
O9 -3.116 -1.243 -2.584  -0.064
H24 1.920 0.729 1.168  0.012
H25 3.399 0.629 1.405  0.063
O10 2.705 0.037 1.122  -0.128
H26 3.239 -2.765 0.605  0.029
H27 2.502 -1.979 -0.399  0.000
O11 2.783 -2.890 -0.241  -0.060
H28 -2.236 1.147 0.061  -0.002
H29 -3.405 1.834 -0.556  0.047
O12 -2.866 1.064 -0.636  -0.026
H30 2.872 0.715 -0.643  0.025
H31 2.197 2.069 -0.721  0.044
O13 2.923 1.562 -1.121  -0.059

Forces on atoms 1 to 2 (eV/Å):
C -0.69 0.46 0.62
N 0.07 0.21 -0.12

Computed properties:
* net charge: -1
* energy above the lowest of the compared OMol25 structures with the same formula, charge and spin: 33.3 kcal per mole
* energy: -1258.7962 a.u.
* gap between HOMO and LUMO: 9.527 eV

=====

Record 2
C4H31NO11 | ωB97M-V with the def2-TZVPD basis set

Last column: Löwdin charge in e.
Element x y z (Å)
C1 1.687 -2.581 1.919  -0.069
C2 1.002 -2.071 0.631  -0.261
N1 1.911 -1.400 -0.340  -0.105
C3 1.312 -0.994 -1.583  -0.201
C4 1.217 0.580 -1.567  -0.208
O1 1.098 1.189 -2.840  -0.095
H1 1.161 -3.476 2.219  0.064
H2 2.714 -2.807 1.661  0.066
H3 1.627 -1.845 2.736  0.069
H4 0.606 -2.964 0.116  0.107
H5 0.178 -1.342 0.783  0.091
H6 2.798 -1.883 -0.463  0.113
H7 1.814 -1.506 -2.412  0.121
H8 0.245 -1.339 -1.641  0.113
H9 2.088 1.026 -1.050  0.113
H10 0.297 0.807 -1.065  0.062
H11 1.849 1.572 -3.299  0.106
O2 -2.610 3.111 0.905  -0.050
H12 -2.462 2.291 0.434  -0.011
H13 -1.813 3.441 1.342  -0.001
O3 3.875 1.349 0.801  -0.070
H14 3.507 0.489 0.570  -0.002
H15 3.406 1.601 1.598  0.007
O4 -2.112 -0.869 1.947  -0.077
H16 -2.358 -1.437 1.172  0.003
H17 -2.496 -1.286 2.728  0.071
O5 0.163 3.553 1.483  -0.050
H18 0.185 2.896 2.183  0.001
H19 0.945 4.113 1.592  0.074
O6 -1.099 1.284 3.048  -0.078
H20 -1.021 1.962 2.354  -0.011
H21 -1.702 0.691 2.540  0.011
O7 -3.121 -2.462 0.094  -0.055
H22 -3.811 -1.801 -0.042  0.063
H23 -2.675 -2.605 -0.769  0.057
O8 1.371 1.012 2.138  -0.061
H24 1.169 0.900 1.209  0.017
H25 0.741 0.775 2.823  0.030
O9 -2.803 -1.319 -2.410  -0.069
H26 -2.350 -1.184 -3.256  0.046
H27 -2.673 -0.473 -1.940  0.009
O10 -1.807 1.161 -1.314  -0.025
H28 -1.810 1.868 -1.956  0.093
H29 -1.260 0.987 -0.563  0.028
O11 0.154 -0.598 -4.375  -0.054
H30 1.061 -0.340 -4.481  0.022
H31 -0.196 -0.075 -3.657  -0.005

Forces on atoms 1 to 2 (eV/Å):
C -0.77 1.21 -0.54
C 0.23 0.02 -1.03

Computed properties:
* net charge: 0
* energy above the lowest of the compared OMol25 structures with the same formula, charge and spin: 80.0 kcal per mole
* structure (SMILES): CCNCCO.O.O.O.O.O.O.O.O.O.O
* energy: -1053.3177 a.u.
* gap between HOMO and LUMO: 9.153 eV

=====

Record 3
C4H32N2O13 | ωB97M-V with the def2-TZVPD basis set

Last column: Löwdin charge in e.
Element x y z (Å)
N1 3.412 -2.619 1.393  0.002
C1 2.369 -2.814 0.423  -0.295
C2 2.184 -1.575 -0.429  -0.130
C3 0.886 -1.775 -1.328  -0.276
N2 1.148 -1.014 -2.533  0.068
C4 -0.240 -1.292 -0.435  -0.428
O1 -0.144 -0.216 0.160  0.039
O2 -1.036 -2.210 0.075  0.114
H1 4.336 -2.937 1.193  0.067
H2 3.261 -2.934 2.337  0.058
H3 2.512 -3.772 -0.157  0.130
H4 1.388 -3.209 0.749  0.119
H5 3.059 -1.467 -1.051  0.116
H6 2.120 -0.677 0.158  0.084
H7 0.706 -2.853 -1.555  0.162
H8 0.381 -0.963 -3.225  0.054
H9 1.372 -0.068 -2.241  0.057
H10 -1.715 -1.846 0.673  0.139
O3 1.602 -1.318 3.725  -0.060
H11 2.166 -1.190 2.949  0.007
H12 2.113 -1.174 4.525  0.037
O4 -1.319 -0.436 -3.996  -0.073
H13 -1.883 0.334 -3.768  0.007
H14 -1.045 -0.322 -4.914  0.056
O5 -3.328 0.734 -2.724  -0.085
H15 -2.520 0.519 -2.232  0.013
H16 -3.490 1.639 -2.455  0.039
O6 -2.108 -1.287 3.536  -0.065
H17 -1.535 -1.794 4.126  0.034
H18 -1.578 -0.472 3.488  0.032
O7 0.929 3.629 3.283  -0.045
H19 0.129 3.195 2.974  0.024
H20 1.635 3.087 3.637  0.040
O8 -0.353 4.241 0.700  -0.058
H21 -0.396 3.369 0.294  -0.017
H22 0.205 4.783 0.136  0.052
O9 2.086 2.347 0.812  0.001
H23 2.291 1.497 1.211  0.078
H24 1.782 2.893 1.557  0.047
O10 -2.754 -3.216 -1.582  -0.047
H25 -2.758 -2.643 -0.819  -0.004
H26 -3.627 -3.068 -1.963  0.046
O11 -1.526 2.239 -2.092  -0.085
H27 -1.467 2.715 -2.920  0.059
H28 -0.661 2.125 -1.622  0.002
O12 0.954 2.090 -1.245  -0.103
H29 1.432 2.420 -0.441  -0.039
H30 0.917 1.222 -0.785  0.011
O13 -1.584 2.059 1.466  -0.046
H31 -2.395 1.647 1.152  0.057
H32 -0.915 1.435 1.140  0.006

Forces on atoms 1 to 2 (eV/Å):
N -0.10 0.54 1.59
C -0.55 -1.93 -0.65

Computed properties:
* net charge: 0
* energy above the lowest of the compared OMol25 structures with the same formula, charge and spin: 104.8 kcal per mole
* structure (SMILES): NCC[C@H](N)C(=O)O.O.O.O.O.O.O.O.O.O.O.O
* energy: -1259.1847 a.u.
* gap between HOMO and LUMO: 9.250 eV

=====

Record 4
C4H32NO13 | ωB97M-V with the def2-TZVPD basis set

Last column: Löwdin charge in e.
Element x y z (Å)
C1 0.343 3.141 -1.209  -0.071
C2 0.201 2.372 0.078  -0.345
C3 -0.988 1.496 0.427  -0.245
O1 -1.616 2.377 1.397  -0.152
N1 1.438 1.517 0.246  -0.023
C4 1.806 0.768 -0.856  -0.292
O2 0.736 -0.200 -1.044  -0.294
H1 0.614 2.731 -2.202  0.071
H2 1.293 3.820 -0.978  0.123
H3 -0.567 3.652 -1.276  0.053
H4 0.396 3.142 0.979  0.175
H5 -1.509 1.407 -0.571  0.107
H6 -0.912 0.429 0.567  0.063
H7 -2.686 2.133 1.481  0.145
H8 1.706 1.402 1.263  0.144
H9 1.836 1.136 -1.911  0.131
H10 2.783 0.263 -0.734  0.102
H11 -3.419 -0.144 1.607  -0.043
H12 -3.970 0.427 0.296  0.062
O3 -3.899 0.651 1.319  -0.161
H13 2.560 -0.532 3.242  -0.015
H14 1.837 -0.821 1.923  0.007
O4 2.633 -1.014 2.471  -0.037
H15 0.827 -1.791 -3.487  -0.089
H16 1.093 -0.834 -2.062  -0.002
O5 1.446 -1.548 -2.938  -0.143
H17 -1.797 -1.123 2.180  -0.005
H18 -2.412 -0.285 3.307  0.110
O6 -2.602 -1.041 2.674  -0.035
H19 0.143 -0.534 3.037  -0.066
H20 -0.220 0.711 2.713  0.071
O7 0.238 0.237 3.504  -0.067
H21 -0.301 -2.797 -0.307  0.024
H22 -0.434 -1.790 -1.436  0.012
O8 -0.957 -2.490 -0.977  -0.069
H23 1.798 -2.480 -0.544  0.061
H24 2.304 -2.308 0.764  0.040
O9 1.525 -2.786 0.392  -0.095
H25 0.473 -0.763 0.435  0.038
H26 -0.681 -1.603 1.177  0.055
O10 -0.040 -0.892 1.299  -0.173
H27 2.872 -1.924 -1.882  -0.060
H28 3.561 -0.658 -1.649  -0.018
O11 3.486 -1.520 -1.371  -0.003
H29 -0.923 -0.207 -3.525  0.016
H30 -0.252 -0.093 -2.064  0.000
O12 -1.127 0.014 -2.640  -0.097
H31 -2.910 -1.265 -0.767  -0.001
H32 -2.607 0.007 -1.520  0.005
O13 -3.122 -0.387 -0.831  -0.015

Forces on atoms 1 to 2 (eV/Å):
C 2.82 1.24 0.46
C 4.04 -1.45 2.89

Computed properties:
* net charge: -1
* energy above the lowest of the compared OMol25 structures with the same formula, charge and spin: 113.3 kcal per mole
* energy: -1204.3642 a.u.
* gap between HOMO and LUMO: 8.561 eV

=====

Record 5
C4H32NO13S | ωB97M-V with the def2-TZVPD basis set

Last column: Löwdin charge in e.
Element x y z (Å)
O1 -0.246 -0.268 2.231  -0.072
C1 -0.564 -0.778 1.146  -0.311
N1 0.445 -0.770 0.256  0.045
C2 0.489 -1.163 -1.125  -0.472
C3 0.077 0.069 -1.955  -0.648
S1 0.375 -0.140 -3.701  0.462
C4 -0.214 -2.408 -1.308  -0.075
H1 -1.546 -1.326 1.026  0.115
H2 1.326 -0.221 0.610  0.144
H3 1.621 -1.341 -1.277  0.146
H4 0.524 1.023 -1.539  0.040
H5 -0.965 0.094 -1.973  0.007
H6 -0.903 -2.740 -0.466  0.087
H7 -0.652 -2.521 -2.322  0.054
H8 0.398 -3.322 -1.347  0.085
H9 -2.541 0.975 0.821  -0.038
H10 -4.120 0.664 0.886  0.053
O2 -3.269 0.712 1.344  -0.056
H11 0.555 1.584 2.850  0.039
H12 1.647 1.995 1.817  0.022
O3 0.816 2.375 2.295  -0.148
H13 -2.980 -1.390 -3.721  0.000
H14 -1.634 -1.952 -3.653  -0.075
O4 -2.517 -2.176 -3.906  -0.064
H15 -0.415 -0.269 4.352  -0.033
H16 -1.205 -1.707 4.036  0.063
O5 -0.749 -1.060 4.695  -0.086
H17 3.273 0.963 -2.715  -0.030
H18 2.184 1.714 -2.141  -0.097
O6 2.997 1.518 -2.064  0.057
H19 2.195 1.760 -0.402  0.070
H20 3.099 0.808 0.263  0.075
O7 2.361 1.423 0.544  -0.117
H21 0.020 2.066 0.507  0.124
H22 -0.376 3.557 0.273  0.007
O8 -0.208 2.822 -0.245  -0.084
H23 -1.482 3.275 3.223  0.108
H24 -2.112 1.854 2.971  -0.042
O9 -1.949 2.439 3.691  -0.103
H25 -1.788 2.647 -0.610  0.014
H26 -2.822 2.147 -1.654  0.070
O10 -2.590 2.040 -0.701  -0.119
H27 4.705 -1.322 0.936  0.024
H28 3.270 -1.258 1.530  0.040
O11 4.124 -0.822 1.476  -0.023
H29 2.332 -0.567 -3.892  -0.158
H30 3.449 -1.153 -2.865  0.033
O12 3.282 -0.715 -3.730  -0.169
H31 -3.226 -3.481 1.664  -0.016
H32 -2.062 -2.580 2.365  0.110
O13 -2.433 -3.077 1.505  -0.058

Forces on atoms 1 to 2 (eV/Å):
O -1.39 0.13 0.55
C 1.70 -0.09 0.66

Computed properties:
* net charge: -1
* energy above the lowest of the compared OMol25 structures with the same formula, charge and spin: 103.7 kcal per mole
* energy: -1602.6140 a.u.
* gap between HOMO and LUMO: 6.454 eV

=====

Question: Among the records above, which one has the lowest energy?
Answer: C4H32NO13S

=====

Question: Which value of energy above the lowest of the compared OMol25 structures with the same formula, charge and spin does entry 5 give?
Answer: 103.7 kcal per mole